Record 1
ORCA calculation (ωB97M-V/def2-TZVPD) on a structure of composition C9H4Cl4NO4Rh.

Each line ends with the natural charge from an NBO analysis.
Cartesian coordinates (Å):
1 Rh -0.662 -1.350 -1.306  0.8375
2 Cl -0.444 4.541 2.315  0.0664
3 C -0.627 2.895 1.856  -0.0722
4 C -0.738 1.889 2.881  -0.0670
5 Cl -0.682 2.372 4.529  0.0668
6 C -0.870 0.573 2.552  -0.1637
7 Cl -1.009 -0.660 3.741  0.0545
8 C -0.888 0.157 1.181  0.4023
9 O -1.005 -1.058 0.854  -0.6527
10 C -0.778 1.180 0.139  0.3150
11 O -0.810 0.839 -1.077  -0.6306
12 C -0.653 2.551 0.538  -0.1304
13 Cl -0.522 3.719 -0.718  0.0537
14 C 3.614 -2.014 -2.117  -0.2771
15 O 2.197 -2.218 -2.355  -0.4977
16 C 1.406 -1.596 -1.494  0.5408
17 O 1.767 -0.922 -0.564  -0.5602
18 H 4.118 -2.527 -2.929  0.2004
19 H 3.892 -2.445 -1.158  0.1961
20 H 3.843 -0.953 -2.125  0.1985
21 N -3.768 -1.661 -1.581  -0.6168
22 C -2.621 -1.673 -1.702  0.2752
23 H -4.758 -1.639 -1.460  0.4612

Cartesian forces (eV/Å) of the 2 atoms listed first:
0.49 0.06 0.03
-0.03 -0.07 0.01

Values from the calculation:
ΔE to the lowest compared entry with this formula, charge and spin: 0.000 eV
HOMO-LUMO gap (alpha / beta): 8.27 / 6.50 eV
2S+1: 5
DFT total energy: -72172.07930 eV
E_HOMO (alpha / beta): -7.6609 / -8.5229 eV



Record 2
ORCA calculation (ωB97M-V/def2-TZVPD) on a structure of composition C9H4N7RuS2 in a non-equilibrium geometry.

Each line ends with the natural charge from an NBO analysis.
Cartesian coordinates (Å):
1 Ru 0.446 0.100 0.243  0.5881
2 S -0.293 -1.142 -1.404  0.3131
3 C 0.911 -2.262 -1.824  -0.2639
4 C 0.633 -3.245 -2.811  0.1950
5 N 0.401 -4.036 -3.611  -0.1472
6 C 2.136 -2.156 -1.200  -0.2750
7 S 2.377 -0.913 -0.064  0.4351
8 C 3.217 -3.028 -1.499  0.1930
9 N 4.093 -3.732 -1.739  -0.1453
10 N -0.656 -1.370 6.356  -0.2371
11 C -0.063 -1.032 5.428  0.3862
12 N 0.615 -0.628 4.390  -0.4583
13 C 0.544 -0.278 3.240  0.7335
14 N 0.586 0.153 2.112  -0.6680
15 N -2.021 1.462 -0.880  -0.3078
16 C -2.558 2.625 -1.260  0.0543
17 C -1.641 3.621 -0.970  -0.3055
18 C -0.561 2.964 -0.401  0.0405
19 N -0.801 1.649 -0.327  -0.3508
20 H -2.441 0.546 -0.908  0.4394
21 H -3.544 2.665 -1.692  0.2596
22 H -1.749 4.675 -1.150  0.2715
23 H 0.370 3.362 -0.030  0.2497

Cartesian forces (eV/Å) of the 2 atoms listed first:
0.24 0.25 0.47
-0.33 -0.17 0.03

Values from the calculation:
ΔE to the lowest compared entry with this formula, charge and spin: 0.611 eV
HOMO-LUMO gap (alpha / beta): 6.19 / 6.47 eV
DFT total energy: -44070.07007 eV
E_HOMO (alpha / beta): -13.3433 / -13.3050 eV
Charge: +1



Record 3
ORCA calculation (ωB97M-V/def2-TZVPD) on a structure of composition C9H5F2N2O5RhTe4.

Each line ends with the natural charge from an NBO analysis.
Cartesian coordinates (Å):
1 Rh -0.149 -0.019 0.165  0.5546
2 Te 2.311 -0.890 0.818  0.2219
3 Te 4.254 -1.000 2.449  -0.3051
4 Te 2.441 -2.952 -2.335  -0.5846
5 Te 0.399 -1.309 -2.212  0.6639
6 O -3.468 1.965 -1.107  -0.4750
7 N -2.552 1.479 -0.453  0.7152
8 O -2.299 1.787 0.709  -0.4653
9 O -1.795 0.593 -1.031  -0.5675
10 O -2.219 -1.214 2.489  -0.6479
11 C -2.285 -1.836 1.427  0.5847
12 N -1.286 -1.850 0.448  -0.6726
13 C -1.743 -2.525 -0.623  0.5043
14 O -1.055 -2.661 -1.762  -0.7629
15 C -3.037 -3.064 -0.397  -0.1036
16 C -3.921 -3.846 -1.159  -0.2154
17 C -5.135 -4.188 -0.604  -0.2535
18 C -5.495 -3.770 0.700  -0.2898
19 C -4.626 -2.998 1.455  -0.1598
20 C -3.396 -2.647 0.914  -0.1863
21 H -3.654 -4.161 -2.160  0.2046
22 H -5.837 -4.784 -1.178  0.1853
23 H -6.460 -4.054 1.104  0.1848
24 H -4.893 -2.661 2.450  0.2072
25 F 1.784 1.940 -0.850  -0.4058
26 C 0.602 1.811 -0.116  0.3612
27 F 0.893 2.405 1.112  -0.3961
28 H -0.118 2.471 -0.606  0.1036

Cartesian forces (eV/Å) of the 2 atoms listed first:
0.14 -0.41 -0.54
-0.27 -0.24 -0.23

Values from the calculation:
HOMO-LUMO gap (alpha / beta): 4.02 / 4.79 eV
2S+1: 5
DFT total energy: -60245.64260 eV
E_HOMO (alpha / beta): -0.2580 / -1.8739 eV
Charge: -2



Record 4
ORCA calculation (ωB97M-V/def2-TZVPD) on a structure of composition C9H5F6N10O2RhS2Sb.

Each line ends with the natural charge from an NBO analysis.
Cartesian coordinates (Å):
1 Rh 0.178 -1.098 -0.269  1.0878
2 N 2.864 -2.362 1.394  -0.4184
3 C 2.992 -2.000 0.066  0.3921
4 N 4.104 -2.141 -0.615  -0.2809
5 N 3.819 -1.645 -1.827  -0.0483
6 N 2.599 -1.218 -1.878  -0.0554
7 N 2.043 -1.433 -0.683  -0.2742
8 C 1.801 -2.102 2.139  0.4691
9 N 1.713 -2.301 3.478  -0.2178
10 N 0.551 -1.854 3.805  -0.0057
11 N -0.106 -1.376 2.707  0.0462
12 N 0.663 -1.538 1.681  -0.3353
13 H 3.677 -2.778 1.836  0.4638
14 F -0.205 -3.109 -0.598  -0.6393
15 Sb -1.943 -3.715 0.201  3.1757
16 F -0.932 -3.905 1.771  -0.6718
17 F -3.518 -4.095 1.109  -0.6495
18 F -1.499 -5.444 -0.333  -0.6546
19 F -2.767 -3.398 -1.447  -0.6585
20 F -2.021 -1.797 0.468  -0.6748
21 O 1.854 2.733 0.808  -0.8822
22 S 0.550 2.162 0.769  2.2990
23 O -0.079 1.693 1.960  -0.8870
24 N 0.531 0.901 -0.362  -0.7339
25 C -0.286 1.153 -1.372  0.1165
26 S -0.652 -0.228 -2.276  0.1365
27 C -0.890 2.486 -1.372  -0.0648
28 C -1.740 3.060 -2.301  -0.1661
29 C -2.202 4.345 -2.048  -0.1851
30 C -1.822 5.028 -0.897  -0.1646
31 C -0.969 4.452 0.040  -0.1662
32 C -0.524 3.177 -0.223  -0.3009
33 H -2.031 2.522 -3.193  0.2405
34 H -2.868 4.822 -2.753  0.2322
35 H -2.203 6.026 -0.722  0.2317
36 H -0.682 4.978 0.940  0.2443

Cartesian forces (eV/Å) of the 2 atoms listed first:
-0.13 -0.39 0.36
0.00 0.01 0.02

Values from the calculation:
ΔE to the lowest compared entry with this formula, charge and spin: 0.000 eV
HOMO-LUMO gap (alpha / beta): 8.32 / 6.48 eV
2S+1: 2
DFT total energy: -75930.81274 eV
E_HOMO (alpha / beta): -10.2946 / -10.5714 eV



Record 5
ORCA calculation (ωB97M-V/def2-TZVPD) on a structure of composition C9H5FeNO4S in a non-equilibrium geometry.

Each line ends with the natural charge from an NBO analysis.
Cartesian coordinates (Å):
1 Fe -0.608 1.998 -0.270  -0.1313
2 O 0.469 0.930 -2.782  -0.3425
3 C 0.054 1.179 -1.729  0.5348
4 C -2.342 2.142 -0.684  0.6045
5 O -3.467 2.347 -0.865  -0.2961
6 C 0.860 2.779 0.367  0.6057
7 O 1.733 3.414 0.789  -0.3062
8 C -0.632 3.448 -1.302  0.5994
9 O -0.629 4.347 -2.029  -0.2945
10 S -0.924 0.756 1.510  0.3239
11 C -0.219 -0.725 0.949  -0.0116
12 N 0.957 -1.073 1.565  -0.5791
13 C 1.584 -2.262 1.324  0.1705
14 C 1.030 -3.145 0.419  -0.0110
15 C -0.160 -2.812 -0.239  -0.3121
16 C -0.794 -1.602 0.035  -0.0793
17 H 1.370 -0.409 2.222  0.4466
18 H 2.497 -2.432 1.894  0.2676
19 H 1.508 -4.109 0.254  0.2762
20 H -0.593 -3.497 -0.955  0.2759
21 H -1.695 -1.273 -0.474  0.2587

Cartesian forces (eV/Å) of the 2 atoms listed first:
-0.42 -0.50 2.07
-1.42 0.58 3.82

Values from the calculation:
HOMO-LUMO gap (alpha / beta): 5.82 / 6.41 eV
2S+1: 5
DFT total energy: -64294.14969 eV
E_HOMO (alpha / beta): -14.0868 / -18.3988 eV
Charge: +2



Record 6
ORCA calculation (ωB97M-V/def2-TZVPD) on a structure of composition C9H66CdNO25 in a non-equilibrium geometry.

Each line ends with the Mulliken charge.
Cartesian coordinates (Å):
1 Cd 1.160 1.348 3.379  0.7893
2 C -1.785 -1.601 1.743  -1.5766
3 C -0.864 -1.209 0.591  0.9160
4 C -1.713 -1.582 -0.636  -1.6703
5 C -1.092 -1.016 -1.936  -0.0862
6 C -0.917 0.476 -1.789  -1.5159
7 C -0.081 0.955 -0.590  2.8519
8 N -0.626 0.235 0.553  0.7038
9 O -0.128 0.731 1.766  0.9208
10 C -0.413 2.441 -0.411  -1.6790
11 C 1.394 0.697 -0.877  -1.2354
12 C 0.360 -2.133 0.508  1.5859
13 H -2.667 -0.969 1.837  0.0414
14 H -1.273 -1.548 2.708  0.3402
15 H -2.142 -2.635 1.754  0.5819
16 H -2.694 -1.101 -0.649  0.3547
17 H -1.788 -2.662 -0.755  0.4811
18 H -1.739 -1.228 -2.789  0.1297
19 H -0.143 -1.521 -2.153  -0.2115
20 H -1.942 0.849 -1.666  1.1209
21 H -0.585 0.962 -2.711  -0.6537
22 H -0.702 2.918 -1.347  0.7654
23 H 0.381 3.038 0.050  -0.1592
24 H -1.221 2.487 0.324  0.0493
25 H 1.535 -0.315 -1.249  0.0812
26 H 1.946 0.845 0.065  -0.3016
27 H 1.832 1.530 -1.436  0.8896
28 H 0.020 -3.073 0.950  -0.3106
29 H 1.247 -1.902 1.103  -0.9324
30 H 0.737 -2.214 -0.510  -0.4795
31 O -5.334 -0.330 2.478  -0.6004
32 H -5.025 0.226 1.737  0.2907
33 H -5.810 -1.059 2.065  0.2949
34 O 2.789 4.088 1.047  -0.6841
35 H 2.949 5.025 1.208  0.2976
36 H 2.557 4.035 0.106  0.2036
37 O 2.346 -4.072 2.234  -0.5871
38 H 3.121 -4.155 2.801  0.2606
39 H 2.630 -3.483 1.508  0.2591
40 O -2.952 -0.020 4.386  -0.6966
41 H -2.639 0.660 3.773  0.2603
42 H -3.816 -0.271 4.025  0.3330
43 O -2.763 1.864 2.040  -0.7462
44 H -3.471 1.814 1.368  0.4519
45 H -2.025 1.337 1.670  -0.0314
46 O 3.520 -2.461 0.106  -0.5370
47 H 4.476 -2.440 -0.017  0.2277
48 H 3.239 -1.538 0.009  0.2471
49 O 2.005 -4.448 -1.596  -0.6713
50 H 1.128 -4.678 -1.272  0.3336
51 H 2.398 -3.913 -0.891  0.3418
52 O 0.332 -3.017 4.251  -0.6008
53 H 0.804 -3.651 3.694  0.3708
54 H -0.602 -3.112 4.001  0.2937
55 O 2.929 1.637 2.259  -0.4809
56 H 3.686 1.067 2.004  0.3767
57 H 2.975 2.408 1.653  0.3117
58 O -2.478 -3.987 4.020  -0.5840
59 H -2.454 -4.574 4.786  0.2836
60 H -3.025 -3.240 4.298  0.3023
61 O 1.790 4.197 -1.915  -0.6572
62 H 2.750 4.169 -1.974  0.3450
63 H 1.494 3.467 -2.494  0.2956
64 O 1.769 -1.753 -4.715  -0.6166
65 H 1.304 -0.951 -4.443  0.2946
66 H 1.355 -2.461 -4.207  0.3218
67 O 0.110 -5.849 2.208  -0.6379
68 H -0.769 -5.887 1.813  0.3231
69 H 0.527 -5.069 1.821  0.3236
70 O 4.024 0.032 -3.140  -0.6623
71 H 3.181 0.167 -2.694  0.3940
72 H 4.632 -0.258 -2.453  0.2807
73 O 0.575 3.323 3.197  -0.4592
74 H 0.219 3.858 2.463  0.2487
75 H 1.062 3.953 3.747  0.3133
76 O 1.559 2.026 -3.801  -0.7692
77 H 0.720 1.616 -4.089  0.2187
78 H 2.143 1.945 -4.563  0.3181
79 O -0.472 0.685 -5.259  -0.5023
80 H -0.808 1.306 -5.917  0.2740
81 H -0.688 -0.194 -5.616  0.2226
82 O -3.113 1.089 -3.954  -0.6579
83 H -3.298 0.170 -4.174  0.3071
84 H -2.196 1.090 -3.658  0.3605
85 O 4.718 0.004 0.922  -0.5845
86 H 5.383 0.613 0.565  0.2676
87 H 5.220 -0.595 1.493  0.3065
88 O -2.694 4.753 -0.865  -0.6462
89 H -2.505 5.688 -0.736  0.2779
90 H -1.911 4.285 -0.542  0.3678
91 O -1.431 -2.111 -5.616  -0.5965
92 H -0.878 -2.856 -5.881  0.2928
93 H -2.217 -2.512 -5.228  0.2853
94 O 1.929 -0.612 3.806  -0.4127
95 H 2.114 -1.009 4.670  0.2689
96 H 2.214 -1.275 3.161  0.1890
97 O -4.810 1.377 0.221  -0.7496
98 H -4.846 2.274 -0.142  0.3157
99 H -4.824 0.799 -0.553  0.2752
100 O -0.311 5.689 1.233  -0.5933
101 H -0.088 5.693 0.294  0.2520
102 H -0.522 6.608 1.439  0.2933

Cartesian forces (eV/Å) of the 2 atoms listed first:
-1.65 -1.75 -1.26
0.53 0.23 1.70

Values from the calculation:
ΔE to the lowest compared entry with this formula, charge and spin: 0.109 eV
HOMO-LUMO gap: 5.49 eV
DFT total energy: -67640.01636 eV
E_HOMO: -9.2046 eV
Charge: +1